Version a
Density functional theory data (ωB97M-V/def2-TZVPD) for a cluster of 2 separate species, C3H11N2 in total.

CARTESIAN COORDINATES (ANGSTROEM)
C -1.62975 -0.52679 -1.06908
N -1.66025 -0.05689 0.47154
H -2.26187 0.23010 -1.63674
H -0.66192 -0.65353 -1.54842
H -2.08657 -1.43465 -0.90485
H -2.45056 0.58749 0.60800
H -0.70994 0.38066 0.56211
H -1.79314 -0.83954 1.12033
C 1.31426 0.42388 1.29347
C 1.84070 0.06405 -0.95479
N 0.91245 0.18595 -0.06428
H 1.68779 1.41319 1.37806
H 2.27500 -0.19818 1.58007
H 0.45528 0.21529 2.06817
H 1.97483 0.69787 -2.06099
H 2.79369 -0.48890 -0.84259

Results
E_LUMO in eV: -3.737
Total charge: +1
Frontier orbital gap in eV: 9.772

Version b
Density functional theory data (ωB97M-V/def2-TZVPD) for a cluster of 2 separate species, C3H11N2 in total.

CARTESIAN COORDINATES (ANGSTROEM)
C 1.89666 0.18960 -1.26300
N 1.05692 1.05628 -0.33524
H 2.61746 -0.28631 -0.60851
H 2.41561 0.91545 -1.88347
H 1.31508 -0.50443 -1.85340
H 0.76410 0.58594 0.53641
H 1.36414 2.02344 -0.25274
H 0.15996 1.15417 -0.82638
C -2.40526 -0.00837 0.45801
C -1.34566 -0.39365 1.17505
N -0.21396 -1.16578 0.75699
H -2.35116 0.35497 -0.56501
H -3.38220 0.01778 0.91942
H -1.46413 -0.40270 2.25107
H -0.00037 -1.78349 1.52925
H -0.42718 -1.75292 -0.03846

Results
E_LUMO in eV: -3.411
Total charge: +1
Frontier orbital gap in eV: 9.257

Order from most stable to least stable according to the calculation: version b, version a

Version a
Density functional theory data (ωB97M-V/def2-TZVPD) for the ion C3H11N2 with charge +1.

CARTESIAN COORDINATES (ANGSTROEM)
N -1.48559 -1.08561 0.52980
C -1.26240 0.34624 0.77988
C 0.23682 0.70246 0.70682
C 1.10141 -0.18706 -0.17086
N 1.15853 0.13863 -1.63567
H -1.23513 -1.67908 1.30886
H -2.48887 -1.18912 0.46142
H -1.67054 0.71114 1.71919
H -1.74002 0.81177 -0.08581
H 0.42108 1.75288 0.46006
H 0.62797 0.59462 1.72224
H 0.61990 -1.16791 -0.03889
H 2.10403 -0.41509 0.17989
H 1.77949 0.92647 -1.83948
H 1.57838 -0.68366 -2.08095
H 0.25493 0.42330 -2.01651

Results
SMILES string: NCCC[NH3+]
E_LUMO in eV: -3.698
Total charge: +1
Frontier orbital gap in eV: 9.882

Version b
Density functional theory data (ωB97M-V/def2-TZVPD) for a cluster of 2 separate species, C3H11N2 in total.

CARTESIAN COORDINATES (ANGSTROEM)
C 0.79410 1.32613 -1.82115
N 1.23401 1.14189 -0.64539
H 1.46428 1.13843 -2.66070
H -0.26372 1.50524 -1.98601
H 0.60074 -0.68995 -0.03935
H 2.24474 1.06572 -0.53405
C -0.42035 0.29924 1.52589
N -0.14053 -0.88802 0.66463
C -1.34470 -1.56408 0.08047
H -1.02450 1.11494 1.15515
H -0.90530 0.00582 2.46340
H 0.57493 0.49260 1.93296
H 0.31680 -1.55595 1.27855
H -1.86635 -2.06404 0.88459
H -0.95046 -2.37705 -0.53637
H -1.84313 -0.89011 -0.60419

Results
E_LUMO in eV: -3.215
Total charge: +1
Frontier orbital gap in eV: 10.981

Version c
Density functional theory data (ωB97M-V/def2-TZVPD) for a cluster of 2 separate species, C3H11N2 in total.

CARTESIAN COORDINATES (ANGSTROEM)
C 1.07312 0.97397 -1.94685
C -1.49234 0.11705 1.22680
C 0.69124 -0.81224 1.56046
N 0.41076 -0.18656 -1.46561
N -0.56397 -0.75702 1.84736
H 0.66684 1.77442 -1.25101
H 2.11711 1.25942 -1.85594
H 0.88965 1.40031 -2.99258
H -1.02001 1.04051 0.75490
H -2.14292 -0.52928 0.50102
H -2.42034 0.41494 1.90410
H 1.15791 -0.09604 0.80215
H 1.26804 -1.61345 2.07153
H -0.55086 -0.37050 -1.73599
H 0.87824 -1.10465 -1.78540
H -0.96248 -1.51088 2.36505

Results
E_LUMO in eV: -4.979
Total charge: +1
Frontier orbital gap in eV: 8.259

Order from most stable to least stable according to the calculation: version a, version b, version c

Version a
Density functional theory data (ωB97M-V/def2-TZVPD) for a cluster of 2 separate species, C3H11N2 in total.

CARTESIAN COORDINATES (ANGSTROEM)
C 1.19167 1.72132 -0.55072
C -0.06994 2.28806 0.06709
H 0.97334 0.88868 -1.22403
H 1.53296 2.54253 -1.18641
H 1.97794 1.39081 0.13851
H -0.79923 2.56613 -0.69603
H 0.20536 3.06160 0.79223
H -0.51951 1.52934 0.70956
N 0.03240 -1.09972 -0.11146
C -0.20664 -2.24610 0.47237
N -1.42527 -2.75286 0.52600
H -0.62550 -0.67442 -0.75378
H 0.90556 -0.59298 -0.13739
H 0.58447 -2.97900 0.62394
H -1.61822 -3.46393 1.21888
H -2.13939 -2.17945 0.11121

Results
E_LUMO in eV: -4.476
Total charge: +1
Frontier orbital gap in eV: 10.703

Version b
Density functional theory data (ωB97M-V/def2-TZVPD) for a cluster of 2 separate species, C3H11N2 in total.

CARTESIAN COORDINATES (ANGSTROEM)
C -3.66415 -0.17603 1.84723
N -2.44041 0.28182 1.55426
H -3.66119 -0.99854 2.45140
H -4.52248 0.45643 1.86139
H -2.42658 1.29098 1.29410
H 0.43219 -1.25568 -1.30306
C 2.76452 0.59040 -1.74548
C 2.23030 -0.22857 -0.63582
N 0.70232 -0.51735 -0.69717
H 2.84523 -0.08229 -2.67610
H 3.90362 0.84678 -1.44170
H 2.17894 1.49063 -2.07271
H 2.13977 0.42957 0.27170
H 2.74726 -1.16272 -0.42200
H 0.14674 0.30651 -1.00451
H 0.39908 -0.78780 0.24630

Results
E_LUMO in eV: -3.558
Total charge: +1
Frontier orbital gap in eV: 9.933

Order from most stable to least stable according to the calculation: version a, version b

Version a
Density functional theory data (ωB97M-V/def2-TZVPD) for an isolated molecule of C2H2N4.

CARTESIAN COORDINATES (ANGSTROEM)
C -1.53351 -0.29867 -0.10551
N -0.98332 0.78980 -0.23429
N -0.08299 1.62723 -0.09131
N 1.21216 1.00766 -0.24375
C 1.08202 -0.17029 0.25064
N 0.49861 -1.19266 0.65966
H -2.05342 -0.77632 -0.93287
H 1.86045 -0.98674 0.69743

Results
E_LUMO in eV: -0.573
Frontier orbital gap in eV: 8.430

Version b
Density functional theory data (ωB97M-V/def2-TZVPD) for an isolated molecule of C2H2N4.

CARTESIAN COORDINATES (ANGSTROEM)
C -1.10771 -0.34642 -0.25472
N -0.03342 -1.06614 0.13687
C 1.05445 -0.36149 0.33767
N 1.14882 0.98871 0.18127
N 0.08764 1.62765 -0.19843
N -1.09991 0.96563 -0.43533
H -2.02238 -0.94096 -0.42285
H 1.97253 -0.86698 0.65552

Results
SMILES string: c1ncnnn1
E_LUMO in eV: -0.645
Frontier orbital gap in eV: 9.532

Order from most stable to least stable according to the calculation: version b, version a

Version a
Density functional theory data (ωB97M-V/def2-TZVPD) for an isolated molecule of C2H2N4.

CARTESIAN COORDINATES (ANGSTROEM)
C 0.19192 -0.52957 0.71112
C 0.90994 0.19553 -0.12808
N 0.23063 0.90053 -1.13292
N -1.06750 0.49493 -1.39303
N -1.80382 -0.11576 -0.51196
N -1.17237 -0.30305 0.71253
H 0.63164 -1.24929 1.51402
H 2.07955 0.60669 0.22832

Results
SMILES string: c1cnnnn1
E_LUMO in eV: -1.409
Frontier orbital gap in eV: 9.027

Version b
Density functional theory data (ωB97M-V/def2-TZVPD) for an isolated molecule of C2H2N4.

CARTESIAN COORDINATES (ANGSTROEM)
C -1.08390 -0.33525 -0.31576
N -0.05792 -1.07088 0.24032
C 1.03972 -0.39451 0.37500
N 1.09706 0.98542 0.35970
N 0.10376 1.66118 -0.03207
N -1.06922 0.93741 -0.59114
H -2.01069 -0.84938 -0.58804
H 2.00498 -0.87642 0.55696

Results
SMILES string: c1ncnnn1
E_LUMO in eV: -0.837
Frontier orbital gap in eV: 9.387

Order from most stable to least stable according to the calculation: version b, version a

Version a
Density functional theory data (ωB97M-V/def2-TZVPD) for a structure of composition C2H2N4.

CARTESIAN COORDINATES (ANGSTROEM)
C 0.79945 0.80468 0.18446
N 0.68125 -0.60239 0.35600
N 0.35398 -1.28058 -0.92000
N -0.83438 -0.94192 -1.03998
C -0.81459 -0.14535 0.18844
N -0.40921 1.22823 0.05456
H 1.71869 1.37255 0.19927
H -1.49519 -0.43521 0.97726

Results
E_LUMO in eV: -0.009
Frontier orbital gap in eV: 10.651

Version b
Density functional theory data (ωB97M-V/def2-TZVPD) for an isolated molecule of C2H2N4.

CARTESIAN COORDINATES (ANGSTROEM)
C -1.44356 -0.29721 0.00795
N -0.41358 0.40746 -0.11764
N 0.52247 1.30929 0.93455
N 1.58168 0.85934 0.64954
C 1.50892 -0.15237 -0.44215
N 2.06057 -0.91396 -1.12687
H -1.72296 -0.99262 -0.78189
H -2.09354 -0.21993 0.87651

Results
SMILES string: C=N/N=N\C#N
E_LUMO in eV: -0.430
Frontier orbital gap in eV: 9.641

Order from most stable to least stable according to the calculation: version a, version b

Version a
Density functional theory data (ωB97M-V/def2-TZVPD) for a structure of composition C2H7N4.

CARTESIAN COORDINATES (ANGSTROEM)
C 1.17322 0.12234 1.15834
C 0.33223 0.59360 -1.10479
N 0.95295 0.59445 0.10098
N -1.65458 -0.77106 0.16072
N 1.69297 -0.04403 2.32927
N -1.09929 -0.60616 -0.94716
H -0.04127 1.67733 -1.23695
H 0.97259 0.41460 -2.03371
H -2.26600 -0.01655 0.33388
H 1.80711 0.76184 2.92940
H 1.81191 -0.92014 2.72961
H -1.43965 0.03037 -1.72572
H -0.51347 -1.49549 -1.22187

Results
E_LUMO (alpha / beta) in eV: -4.250 / -4.249
Total charge: +1
Frontier orbital gap (alpha / beta) in eV: 8.234 / 8.237

Version b
Density functional theory data (ωB97M-V/def2-TZVPD) for the ion C2H7N4 with charge +1.

CARTESIAN COORDINATES (ANGSTROEM)
H 2.83650 -1.11678 -0.27285
N 3.10431 -0.09961 -0.05228
N 2.13955 0.39806 0.39932
N 0.68429 -0.46627 0.27004
C -0.42217 0.17290 0.05744
C -1.72588 -0.59475 0.11269
N -0.39746 1.41633 -0.35475
H 0.82071 -1.49056 0.23285
H -2.30583 -0.43476 0.99057
H -2.21238 -0.01743 -0.62237
H -1.55268 -1.62629 -0.09117
H -1.34931 1.87221 -0.52633
H 0.38034 1.98693 -0.14317

Results
SMILES string: [H]/N=N\NC(C)=[NH2+]
E_LUMO in eV: -4.500
Total charge: +1
Frontier orbital gap in eV: 10.772

Version c
Density functional theory data (ωB97M-V/def2-TZVPD) for a cluster of 2 separate species, C2H7N4 in total.

CARTESIAN COORDINATES (ANGSTROEM)
C 1.45484 -0.87569 0.25846
C -1.94915 -0.07434 -0.07469
N 0.68190 -0.04130 0.04056
N -1.19508 0.88919 0.29648
N 2.48612 -1.79846 0.30042
N -0.64967 1.78242 -0.55117
H -2.24062 -0.94393 0.51334
H -2.21767 -0.11699 -1.22403
H -0.87947 0.97258 1.32393
H 3.03353 -1.90064 -0.49425
H 2.66966 -2.34068 1.11768
H -1.07254 1.86208 -1.41540
H -0.12184 2.58577 -0.09134

Results
E_LUMO in eV: -4.132
Total charge: +1
Frontier orbital gap in eV: 9.580

Order from most stable to least stable according to the calculation: version b, version c, version a

Version a
Density functional theory data (ωB97M-V/def2-TZVPD) for the ion C2H7N4 with charge +1.

CARTESIAN COORDINATES (ANGSTROEM)
N -2.07965 0.33788 -0.01511
C -0.74720 0.32883 -0.00001
N -0.06053 1.40080 0.13201
N 1.29456 1.04800 -0.17660
N 1.43439 -0.36834 0.10963
C 0.12718 -0.93929 -0.15424
H -2.56712 -0.58238 -0.00735
H -2.69091 1.23583 0.10191
H 1.49970 1.21458 -1.24403
H 2.13014 1.56173 0.44567
H 1.75842 -0.52968 1.13997
H -0.08137 -1.90461 0.50743
H 0.08113 -1.25454 -1.12873

Results
SMILES string: NC1=N[NH2+]NC1
E_LUMO in eV: -3.713
Total charge: +1
Frontier orbital gap in eV: 10.716

Version b
Density functional theory data (ωB97M-V/def2-TZVPD) for a cluster of 2 separate species, C2H7N4 in total.

CARTESIAN COORDINATES (ANGSTROEM)
C 0.72942 -1.08427 0.30833
C 1.80481 -0.54675 1.15259
N -0.91654 1.05738 -1.67924
N -1.73772 1.75232 -1.34974
N -2.62238 2.42492 -0.78174
N 0.80470 -2.29240 -0.11853
H 1.41345 -0.46962 2.16943
H 2.06260 0.46328 0.83520
H 2.70325 -1.17390 1.16012
H -2.75976 2.37555 0.22602
H -3.15899 3.10207 -1.31508
H 1.59090 -2.92004 0.10107
H 0.08626 -2.68854 -0.70843

Results
E_LUMO (alpha / beta) in eV: -5.476 / -5.474
Total charge: +1
Frontier orbital gap (alpha / beta) in eV: 5.691 / 5.695

Version c
Density functional theory data (ωB97M-V/def2-TZVPD) for a cluster of 2 separate species, C2H7N4 in total.

CARTESIAN COORDINATES (ANGSTROEM)
C 1.85147 1.47241 -0.58194
C -1.67029 -1.29703 -0.86264
N 2.97358 1.56855 -0.30265
N 0.65462 1.28221 -0.28853
N -1.01592 -0.72956 0.15968
N -0.85643 -0.93670 1.45912
H -1.62237 -1.05183 -1.82585
H -2.16433 -2.22151 -0.53833
H 3.85683 1.79095 -0.67951
H 0.14124 2.19614 -0.33267
H -0.41416 0.03861 -0.10595
H -1.47760 -1.73592 1.80858
H -0.25665 -0.37633 2.09068

Results
E_LUMO in eV: -4.127
Total charge: +1
Frontier orbital gap in eV: 10.056

Order from most stable to least stable according to the calculation: version a, version c, version b